No. 1
Computed, not measured: a structure of composition C5H12N6O9Zn in a non-equilibrium geometry, with ωB97M-V with the def2-TZVPD basis set.

```
33
Properties=species:S:1:pos:R:3:mulliken_charge:R:1
Zn 0.892 0.614 0.711 1.496
C 2.262 -0.083 2.733 1.048
O 3.366 0.464 2.806 -0.501
O 1.190 0.521 2.633 -0.684
O 2.307 -0.738 1.680 -0.525
C 2.600 0.791 -1.129 0.781
O 3.476 -0.064 -1.117 -0.736
O 1.414 0.457 -1.227 -0.809
O 2.670 1.428 -0.093 -0.721
C -0.331 3.567 0.294 0.598
O -0.137 2.425 0.618 -0.811
N -1.173 4.421 0.811 -0.415
N 0.105 4.165 -0.800 -0.349
H -1.139 5.375 0.478 0.117
H -1.713 4.173 1.628 0.199
H -0.163 5.136 -0.878 0.116
H 0.558 3.556 -1.467 0.274
C -1.845 -0.906 0.671 0.723
O -0.806 -0.305 0.429 -0.820
N -2.412 -0.834 1.824 -0.419
N -2.583 -1.506 -0.244 -0.416
H -2.102 -0.090 2.433 0.280
H -3.240 -1.411 1.845 0.148
H -2.190 -1.444 -1.172 0.219
H -3.559 -1.738 -0.126 0.178
C -0.003 -3.329 -2.104 0.642
O -0.847 -2.930 -2.853 -0.668
N 0.397 -4.597 -1.974 -0.425
N 0.624 -2.506 -1.200 -0.133
H -0.134 -5.277 -2.498 0.226
H 0.949 -4.923 -1.194 0.184
H 1.216 -2.867 -0.466 0.174
H 0.352 -1.544 -1.055 0.029
```

As for the expectation value of S²: 0.7601. The multiplicity is 2. For the orbital gap (spin up / spin down), the calculation gives 0.1422 / 0.1406 hartree. As for the total charge: -1. The HOMO energy (spin up / spin down) is -1.80 / -1.75 eV. The LUMO energy (spin up / spin down) is 2.1 / 2.1 eV.

***

No. 2
Computed, not measured: a cluster of 3 separate species, C18H44N4O5P2Si in total in a non-equilibrium geometry, with ωB97M-V with the def2-TZVPD basis set.

```
74
Properties=species:S:1:pos:R:3:mulliken_charge:R:1
N -1.261 -0.512 -1.531 -0.559
P -0.932 0.142 -2.933 0.237
Si 1.325 0.230 -3.131 0.457
N 2.027 -0.595 -1.798 -0.343
P 1.966 2.392 -2.955 0.691
O 3.348 2.624 -3.377 -0.668
O 1.665 2.751 -1.417 -0.324
O 0.885 3.314 -3.700 -0.501
H -1.852 -1.328 -1.608 0.166
H -1.405 1.467 -3.090 0.000
H -1.496 -0.548 -4.025 0.079
H 1.777 -0.346 -4.417 -0.195
H 1.337 -1.059 -1.212 0.263
H 2.684 -1.295 -2.119 0.190
H 2.499 2.764 -0.934 0.274
H 0.142 3.509 -3.118 0.320
C -2.172 7.224 1.504 -1.548
C -2.942 5.995 2.045 1.656
C -2.473 5.587 3.451 -1.418
C -1.163 4.804 3.500 -0.490
C -1.211 3.617 2.540 -1.316
C -1.541 4.040 1.109 1.961
N -2.821 4.823 1.119 0.473
O -3.856 4.063 1.140 -0.613
C -0.363 4.830 0.521 -1.964
C -1.732 2.812 0.231 -1.836
C -4.408 6.397 2.132 -1.896
H -1.408 6.974 0.778 0.309
H -2.857 7.901 0.994 0.451
H -1.695 7.779 2.313 0.289
H -3.254 4.969 3.904 0.378
H -2.401 6.491 4.059 0.427
H -0.313 5.455 3.276 0.275
H -1.005 4.440 4.517 0.414
H -0.259 3.083 2.533 0.410
H -1.970 2.909 2.885 0.411
H -0.610 5.228 -0.466 0.378
H 0.488 4.162 0.404 0.248
H -0.030 5.652 1.149 0.432
H -2.482 2.130 0.622 0.363
H -0.791 2.267 0.161 0.446
H -2.035 3.106 -0.777 0.423
H -4.823 6.578 1.141 0.471
H -4.470 7.322 2.708 0.426
H -5.016 5.642 2.624 0.398
C 2.946 -6.771 -1.591 -1.580
C 2.903 -5.518 -0.684 1.788
C 2.912 -5.877 0.809 -1.369
C 1.574 -6.348 1.376 -0.484
C 0.467 -5.357 1.027 -1.255
C 0.360 -5.110 -0.476 1.994
N 1.704 -4.670 -0.985 0.455
O 1.913 -3.422 -0.770 -0.596
C -0.160 -6.375 -1.174 -2.101
C -0.640 -3.999 -0.768 -2.185
C 4.159 -4.712 -0.985 -2.041
H 1.987 -7.030 -2.023 0.343
H 3.615 -6.601 -2.434 0.455
H 3.312 -7.641 -1.045 0.290
H 3.223 -4.991 1.370 0.385
H 3.682 -6.633 0.970 0.423
H 1.331 -7.352 1.017 0.287
H 1.658 -6.428 2.461 0.400
H -0.500 -5.713 1.388 0.433
H 0.664 -4.407 1.532 0.354
H -0.159 -6.250 -2.258 0.397
H -1.188 -6.547 -0.856 0.443
H 0.398 -7.275 -0.930 0.456
H -0.412 -3.084 -0.227 0.491
H -1.633 -4.334 -0.470 0.412
H -0.659 -3.767 -1.834 0.459
H 4.142 -4.328 -2.005 0.472
H 5.019 -5.375 -0.881 0.433
H 4.286 -3.873 -0.305 0.393
```

As for the expectation value of S²: 2.0083. The multiplicity is 3. For the orbital gap (spin up / spin down), the calculation gives 0.3097 / 0.3236 hartree. As for the total charge: 0. The HOMO energy (spin up / spin down) is -8.00 / -8.54 eV. The LUMO energy (spin up / spin down) is 0.4 / 0.3 eV.

***

No. 3
Computed, not measured: a structure of composition C11H21N3O4 in a non-equilibrium geometry, with ωB97M-V with the def2-TZVPD basis set.

```
39
Properties=species:S:1:pos:R:3:mulliken_charge:R:1
C -2.127 -2.154 0.078 -0.782
C -0.567 -1.929 -0.521 0.002
C -3.033 -1.012 0.734 -0.540
C -3.204 -0.115 -0.442 -0.380
C -2.564 1.336 -0.270 0.431
C 1.463 -0.635 -0.905 -0.643
C 2.310 -1.938 -0.158 0.634
C 1.879 0.855 -0.851 -1.157
C 2.536 1.406 0.373 1.232
C 1.801 1.324 1.686 -1.253
C 3.065 2.890 0.025 -1.172
H -1.553 -3.914 0.815 0.279
H -1.226 -2.689 1.984 0.252
H -2.695 -2.485 -0.598 0.868
H -3.954 -1.574 0.971 0.360
H -2.903 -0.327 1.808 0.224
H -4.236 -0.032 -0.817 0.289
H -2.581 -0.565 -1.173 0.421
H -3.235 3.277 -1.199 0.334
H -4.323 2.066 -1.910 0.245
H -0.069 -0.095 0.563 0.257
H 1.302 -0.967 -1.874 0.633
H 0.921 1.219 -1.196 0.303
H 2.759 0.855 -1.669 0.338
H 3.598 0.761 0.322 0.102
H 0.836 1.869 1.724 0.212
H 1.748 0.206 1.911 0.270
H 2.323 1.555 2.714 0.376
H 2.213 3.475 -0.325 0.343
H 3.679 2.834 -1.076 0.238
H 3.371 3.626 0.900 0.312
H 3.968 -1.586 -1.300 0.419
N -1.809 -3.032 1.189 -0.662
N -3.645 2.297 -0.395 -0.783
N 0.199 -0.713 -0.370 0.191
O -0.161 -2.896 -1.124 -0.638
O -1.450 1.655 0.113 -0.434
O 1.929 -2.397 0.939 -0.537
O 3.433 -2.451 -0.677 -0.582
```

For the orbital gap, the calculation gives 0.2738 hartree. As for the total charge: 0. The HOMO energy is -8.62 eV. The LUMO energy is -1.2 eV. The value obtained for the energy relative to the best compared isomer or geometry (same formula, charge and spin) is 1194.4 kJ/mol.

***

No. 4
Computed, not measured: a cluster of 2 separate species, C3H6N2 in total in a non-equilibrium geometry, with ωB97M-V with the def2-TZVPD basis set.

```
11
Properties=species:S:1:pos:R:3:mulliken_charge:R:1
C -0.682 1.115 -0.854 -1.006
C 1.588 -0.821 0.112 -0.360
C -1.512 0.320 -0.254 0.630
N 2.028 -0.062 1.003 -0.506
N -2.156 -0.557 0.281 -0.476
H 1.649 -0.217 1.935 0.242
H -3.080 -0.392 0.646 0.273
H -0.702 1.231 -1.922 0.260
H 0.044 1.690 -0.297 0.331
H 1.972 -0.689 -0.892 0.304
H 0.851 -1.617 0.241 0.306
```

For the orbital gap, the calculation gives 0.3710 hartree. As for the total charge: 0. The HOMO energy is -9.11 eV. The LUMO energy is 1.0 eV. The value obtained for the energy relative to the best compared isomer or geometry (same formula, charge and spin) is 236.0 kJ/mol.

***

No. 5
Computed, not measured: a cluster of 2 separate species, C5H8N2 in total in a non-equilibrium geometry, with ωB97M-V with the def2-TZVPD basis set.

```
15
Properties=species:S:1:pos:R:3:mulliken_charge:R:1
C -0.798 1.494 -0.096 -0.723
C -0.610 0.354 0.553 -0.132
C -1.477 -0.872 0.533 -1.120
N 0.918 -1.327 -1.196 -0.493
C 1.456 -0.727 -0.217 -0.083
C 2.154 0.555 -0.268 0.223
N 2.764 1.537 -0.320 -0.400
H 0.108 0.509 1.339 0.461
H -1.724 1.704 -0.607 0.287
H -0.023 2.257 -0.064 0.260
H -1.885 -1.078 -0.462 0.317
H -0.976 -1.795 0.850 0.322
H -2.298 -0.670 1.221 0.361
H 0.896 -0.728 -2.023 0.271
H 1.495 -1.214 0.757 0.449
```

For the orbital gap, the calculation gives 0.3491 hartree. As for the total charge: 0. The HOMO energy is -9.55 eV. The LUMO energy is -0.1 eV. The value obtained for the energy relative to the best compared isomer or geometry (same formula, charge and spin) is 267.6 kJ/mol.

***

No. 6
Computed, not measured: a cluster of 9 separate species, C21H64N4O9 in total in a non-equilibrium geometry, with ωB97M-V with the def2-TZVPD basis set.

```
98
Properties=species:S:1:pos:R:3:mulliken_charge:R:1
C -1.976 1.211 0.481 -0.632
C -1.892 -0.056 -0.301 0.662
C -0.546 -0.460 -0.816 1.426
O -0.063 0.552 -1.763 -0.105
C -0.069 0.262 -3.119 -0.868
N -2.438 -1.236 0.546 -0.436
H -2.929 1.505 0.462 0.306
H -1.156 1.909 -0.119 -0.291
H -1.449 1.349 1.426 -0.152
H -2.524 0.128 -1.152 0.262
H -0.356 -1.539 -1.139 -0.352
H 0.171 -0.511 0.090 -1.238
H 0.066 1.139 -3.704 0.384
H -1.159 -0.011 -3.673 0.146
H 0.481 -0.618 -3.138 0.446
H -2.743 -2.081 0.002 0.116
H -3.235 -0.787 0.821 0.335
C 4.462 0.116 1.123 -1.386
C 2.988 0.067 0.679 1.543
C 2.167 1.201 1.268 0.185
O 1.850 0.709 2.578 -0.220
C 1.170 1.712 3.272 -1.727
N 2.890 0.257 -0.783 -0.780
H 5.296 0.946 0.813 0.263
H 4.791 -0.799 0.422 0.180
H 4.502 -0.062 2.215 0.342
H 2.598 -0.877 1.080 -0.495
H 1.127 1.074 0.841 -0.649
H 2.631 2.178 1.207 0.754
H 0.999 1.410 4.222 0.514
H 0.403 2.013 2.968 0.810
H 1.886 2.607 3.385 0.268
H 1.799 0.361 -1.220 -0.024
H 3.106 -0.576 -1.169 0.639
C 0.698 4.024 -0.979 -1.268
C 1.473 4.975 -1.921 0.395
C 0.779 6.304 -2.089 -0.889
O 0.970 6.994 -0.802 -0.317
C 0.603 8.404 -0.792 -0.785
N 2.730 5.113 -1.398 -0.695
H 1.044 2.968 -0.964 0.073
H -0.385 3.966 -1.209 0.401
H 0.696 4.284 0.063 0.375
H 1.659 4.506 -2.867 0.525
H -0.306 6.259 -2.456 0.364
H 1.370 6.828 -2.834 0.464
H 1.394 8.856 -1.424 0.303
H 0.420 8.926 0.191 0.244
H -0.377 8.686 -1.241 0.279
H 2.696 5.704 -0.659 0.280
H 3.320 5.537 -2.153 0.244
C 1.511 -3.719 3.051 -1.884
C 0.080 -3.272 2.604 1.189
C -1.025 -3.999 3.333 -1.065
O -0.983 -5.375 3.037 -0.460
C -1.550 -5.814 1.815 -0.877
N -0.055 -1.752 2.607 -0.145
H 2.412 -3.256 2.682 0.365
H 1.534 -4.883 2.944 0.263
H 1.489 -3.502 3.977 0.745
H -0.190 -3.429 1.533 0.096
H -1.929 -3.681 3.077 0.643
H -0.790 -3.976 4.406 0.310
H -1.636 -6.908 1.915 0.311
H -0.745 -5.564 1.209 0.384
H -2.371 -5.296 1.398 0.341
H -0.770 -1.489 1.937 -0.129
H 0.779 -1.351 2.241 -0.178
C -2.395 -3.646 -2.784 -0.773
O -2.247 -4.034 -1.418 -0.388
H -2.310 -2.664 -2.806 0.137
H -3.471 -3.752 -3.187 0.344
H -1.946 -4.246 -3.427 0.448
H -2.276 -4.918 -1.548 0.237
C -5.699 1.639 0.232 -0.507
O -5.435 1.553 1.696 -0.494
H -5.107 2.281 -0.364 0.284
H -6.793 1.825 0.024 0.322
H -5.372 0.673 -0.367 0.131
H -6.257 1.763 2.258 0.315
C 2.541 -3.469 -1.337 -0.301
O 3.523 -2.443 -1.528 -0.588
H 2.633 -4.209 -2.155 0.356
H 1.522 -3.160 -1.530 -0.007
H 2.730 -3.961 -0.280 0.197
H 4.490 -2.717 -1.357 0.302
C -1.584 -0.021 4.637 -0.537
O -0.781 -0.960 5.080 -0.627
H -2.568 -0.353 4.470 0.280
H -1.245 0.470 3.730 -0.018
H -1.741 0.491 5.582 0.337
H -0.409 -1.491 4.342 0.411
C 0.168 -2.315 -5.986 -0.292
O 1.096 -1.268 -6.165 -0.528
H 0.607 -3.359 -5.735 0.240
H -0.596 -2.430 -6.913 0.231
H -0.594 -1.963 -5.276 0.031
H 2.097 -1.484 -5.878 0.327
```

For the orbital gap, the calculation gives 0.3218 hartree. As for the total charge: 0. The HOMO energy is -8.53 eV. The LUMO energy is 0.2 eV. The value obtained for the energy relative to the best compared isomer or geometry (same formula, charge and spin) is 1145.2 kJ/mol.